Version i
CHN3O | ωB97M-V/def2-TZVPD

XYZ file:
```
6
Properties=species:S:1:pos:R:3:mulliken_charge:R:1
C -0.446 0.169 0.981 0.32
H -0.641 0.495 2.114 0.31
N -0.961 -0.576 0.101 -0.35
N -0.057 -0.676 -0.900 -0.09
N 0.830 0.150 -0.871 0.03
O 0.580 0.775 0.461 -0.22
```

Properties
- SMILES string: c1nnno1
- Molar mass: 71.04 g/mol
- HOMO level: -11.46 eV
- Lowest unoccupied orbital energy: 0.49 eV


Version ii
CHN3O | ωB97M-V/def2-TZVPD

XYZ file:
```
6
Properties=species:S:1:pos:R:3:mulliken_charge:R:1
C -0.333 -0.199 0.627 0.18
H -0.731 -0.446 1.616 0.38
N -0.687 -0.669 -0.532 -0.29
N 0.157 -0.070 -1.409 -0.13
N 0.933 0.722 -0.841 0.00
O 0.661 0.661 0.539 -0.14
```

Properties
- SMILES string: c1nnno1
- Molar mass: 71.04 g/mol
- HOMO level: -11.96 eV
- Lowest unoccupied orbital energy: 0.51 eV


Pick version ii: it beats the second-best structure by 18.2 kcal/mol.


Version i
C36H36IrN3O7SSbSe | ωB97M-V/def2-TZVPD

XYZ file:
```
86
Properties=species:S:1:pos:R:3:lowdin_spin:R:1
Ir 1.968 -0.837 0.316 1.02
S 2.970 -1.163 -1.650 0.61
Sb -0.516 0.078 -1.115 0.16
C -1.372 -0.726 0.646 0.25
C -2.281 0.002 1.363 0.01
C -2.521 -0.249 2.726 0.29
C -1.643 -1.115 3.428 0.02
C -0.698 -1.834 2.774 0.22
C -0.717 -1.920 1.275 0.09
C -0.698 -1.672 -2.360 0.23
C 0.274 -2.789 -2.117 0.11
C 0.189 -3.868 -3.152 0.22
C -0.650 -3.818 -4.215 0.03
C -1.532 -2.729 -4.389 0.31
C -1.519 -1.676 -3.450 0.02
C -2.413 0.892 -1.900 0.08
C -2.312 1.908 -2.848 0.01
C -3.434 2.417 -3.491 0.00
C -4.691 1.914 -3.187 0.00
C -4.812 0.903 -2.244 0.00
C -3.683 0.397 -1.612 0.01
H -2.756 0.865 0.907 0.00
H -3.258 0.335 3.264 0.02
H -1.678 -1.141 4.511 -0.01
H 0.027 -2.422 3.317 0.01
H -1.420 -2.763 1.128 0.04
H 1.290 -2.354 -2.193 0.05
H 0.849 -4.717 -3.030 0.02
H -0.650 -4.628 -4.937 -0.01
H -2.206 -2.693 -5.235 0.02
H -2.195 -0.844 -3.616 -0.01
H -1.334 2.307 -3.093 0.00
H -3.329 3.203 -4.231 0.00
H -5.570 2.308 -3.683 0.00
H -5.790 0.502 -2.004 0.00
H -3.790 -0.406 -0.892 0.00
O 3.102 1.328 0.303 0.01
C 3.455 2.417 -0.092 0.00
C 3.551 3.629 0.803 0.00
C 2.360 4.550 0.485 0.00
C 2.101 4.899 -0.992 0.00
C 1.549 3.734 -1.832 0.00
C 2.606 2.718 -2.315 0.00
N 3.762 2.714 -1.419 0.00
H 4.502 4.145 0.620 0.00
H 3.514 3.319 1.847 0.00
H 2.486 5.478 1.050 0.00
H 1.453 4.072 0.858 0.00
H 2.992 5.336 -1.464 0.00
H 1.346 5.689 -0.989 0.00
H 1.025 4.140 -2.701 0.00
H 0.801 3.221 -1.223 0.00
H 2.970 2.973 -3.313 0.00
H 2.209 1.702 -2.356 0.00
H 4.211 3.620 -1.459 0.00
O 1.091 -3.369 1.561 0.01
Se 2.680 -3.331 2.311 0.01
O 3.214 -4.845 2.153 0.01
O 3.512 -2.247 1.410 0.09
O 2.421 -2.895 3.843 0.00
C -1.237 3.999 4.282 0.00
N -0.431 2.920 3.761 0.00
C 0.201 2.054 4.608 0.00
C 0.912 1.023 4.140 0.00
C 0.962 0.839 2.698 0.01
O 1.516 -0.215 2.295 0.03
N 0.412 1.739 1.878 0.01
C -0.321 2.760 2.359 0.00
O -0.900 3.588 1.652 0.00
H -1.711 3.685 5.213 0.00
H -1.995 4.246 3.543 0.00
H -0.640 4.897 4.471 0.00
H 0.069 2.246 5.667 0.00
H 1.383 0.294 4.780 0.00
C 0.604 -2.416 0.579 0.05
C 0.252 -3.421 -0.678 0.08
C -1.092 -4.080 -0.525 0.22
C -1.249 -5.388 -0.205 0.02
C -0.133 -6.245 -0.046 0.32
C 1.158 -5.745 -0.305 0.01
C 1.350 -4.445 -0.636 0.24
H -1.961 -3.464 -0.736 0.01
H -2.251 -5.793 -0.104 -0.01
H -0.275 -7.279 0.242 0.02
H 2.017 -6.397 -0.208 -0.01
H 2.350 -4.066 -0.822 0.01
```

Properties
- Net charge: -2
- 2S+1: 6
- Molar mass: 1047.70 g/mol
- HOMO level (spin up / spin down): -1.13 / -1.14 eV
- Lowest unoccupied orbital energy (spin up / spin down): 4.27 / 4.26 eV


Version ii
C36H36IrN3O7SSbSe | ωB97M-V/def2-TZVPD

XYZ file:
```
86
Properties=species:S:1:pos:R:3:lowdin_spin:R:1
Ir 1.009 -1.199 0.536 2.32
S 3.175 -1.567 0.369 1.05
Sb 1.568 0.938 -1.323 0.11
C 0.155 2.140 -2.411 0.04
C -0.160 3.424 -1.976 0.00
C -1.181 4.152 -2.571 0.00
C -1.922 3.587 -3.599 0.00
C -1.633 2.299 -4.024 0.00
C -0.603 1.582 -3.435 0.01
C 2.104 -0.316 -3.010 -0.01
C 1.455 -1.540 -3.149 0.01
C 1.756 -2.389 -4.204 0.00
C 2.721 -2.031 -5.134 0.00
C 3.375 -0.814 -5.007 0.00
C 3.063 0.037 -3.955 0.00
C 3.292 2.216 -1.583 0.04
C 4.492 1.770 -1.029 0.01
C 5.655 2.512 -1.168 0.00
C 5.635 3.720 -1.853 0.00
C 4.445 4.177 -2.399 0.00
C 3.282 3.429 -2.262 0.01
H 0.387 3.858 -1.146 0.00
H -1.412 5.151 -2.216 0.00
H -2.738 4.140 -4.050 0.00
H -2.228 1.835 -4.801 0.00
H -0.412 0.567 -3.759 0.00
H 0.719 -1.849 -2.412 0.01
H 1.241 -3.338 -4.284 0.00
H 2.967 -2.699 -5.952 0.00
H 4.134 -0.525 -5.726 0.00
H 3.583 0.985 -3.875 0.00
H 4.514 0.833 -0.484 0.02
H 6.579 2.149 -0.734 0.00
H 6.543 4.303 -1.959 0.00
H 4.420 5.119 -2.936 0.00
H 2.365 3.789 -2.712 0.00
O 0.027 2.098 1.121 0.01
C -0.404 2.755 2.035 0.00
C -0.474 4.258 2.003 0.00
C -1.804 4.536 1.274 0.00
C -3.048 3.799 1.809 0.00
C -3.100 2.278 1.557 0.00
C -2.286 1.428 2.551 0.00
N -1.148 2.189 3.070 0.00
H 0.367 4.674 1.451 0.00
H -0.482 4.673 3.014 0.00
H -1.671 4.233 0.231 0.00
H -1.994 5.614 1.276 0.00
H -3.910 4.245 1.304 0.00
H -3.186 4.014 2.877 0.00
H -2.746 2.069 0.546 0.00
H -4.138 1.943 1.587 0.00
H -1.919 0.533 2.058 0.00
H -2.894 1.119 3.404 0.00
H -1.442 2.887 3.740 0.00
O -3.821 -1.199 -0.213 0.00
Se -2.391 -1.138 -0.957 0.01
O -1.623 -2.648 -0.439 0.15
O -1.428 0.048 -0.398 0.04
O -2.458 -1.224 -2.566 0.01
C -0.793 -2.070 5.112 0.00
N 0.075 -1.007 4.662 0.00
C 0.525 -0.021 5.490 0.00
C 1.286 0.975 5.026 0.00
C 1.612 1.036 3.589 0.00
O 2.214 2.006 3.133 0.00
N 1.209 -0.022 2.825 0.06
C 0.446 -0.987 3.322 0.02
O 0.021 -1.922 2.611 0.11
H -0.949 -1.959 6.186 0.00
H -0.347 -3.042 4.899 0.00
H -1.752 -2.029 4.593 0.00
H 0.226 -0.109 6.530 0.00
H 1.647 1.760 5.674 0.00
C -0.242 -2.790 -0.274 0.50
C 0.085 -4.174 -0.315 0.07
C 1.437 -4.609 -0.267 0.10
C 1.764 -5.945 -0.306 0.00
C 0.776 -6.931 -0.395 0.14
C -0.557 -6.529 -0.452 0.00
C -0.904 -5.194 -0.420 0.11
H 2.213 -3.860 -0.202 0.02
H 2.809 -6.233 -0.271 0.00
H 1.041 -7.982 -0.421 0.01
H -1.341 -7.278 -0.525 0.00
H -1.943 -4.904 -0.468 0.01
```

Properties
- Net charge: -2
- 2S+1: 6
- Molar mass: 1047.70 g/mol
- HOMO level (spin up / spin down): -0.48 / -2.78 eV
- Lowest unoccupied orbital energy (spin up / spin down): 4.32 / 4.31 eV


Pick version ii: it beats the second-best structure by 66.5 kcal/mol.


Version i
C4H9N4 | ωB97M-V/def2-TZVPD

XYZ file:
```
17
Properties=species:S:1:pos:R:3:mulliken_charge:R:1
C 0.557 -1.096 -0.087 0.06
C 0.780 0.091 0.576 0.41
C -1.461 0.697 0.113 -0.25
C 2.026 0.452 1.335 -1.33
N -0.399 -1.149 -0.984 0.11
N -0.221 1.006 0.563 -0.08
N -2.082 1.664 -0.463 -0.23
N -0.825 -2.242 -1.509 -0.45
H 1.329 -1.964 -0.165 0.36
H 2.260 1.481 1.343 0.43
H 1.729 0.358 2.359 0.35
H 2.949 -0.141 0.991 0.34
H -0.027 1.935 0.738 0.27
H -3.122 1.651 -0.553 0.29
H -1.543 2.501 -0.723 0.22
H -0.441 -3.150 -1.337 0.24
H -1.509 -2.095 -2.198 0.25
```

Properties
- Net charge: +1
- Molar mass: 113.14 g/mol
- HOMO level: -12.45 eV
- Lowest unoccupied orbital energy: -4.72 eV


Version ii
C4H9N4 | ωB97M-V/def2-TZVPD

XYZ file:
```
17
Properties=species:S:1:pos:R:3:mulliken_charge:R:1
C 0.584 1.789 0.009 -0.54
C 1.072 0.520 -0.013 0.51
C -1.165 0.250 0.022 0.31
C 0.153 -1.811 0.072 -1.13
N -0.005 -0.378 0.007 0.12
N -0.786 1.774 -0.020 -0.16
N 2.353 0.032 0.062 -0.52
N -2.410 -0.211 0.030 -0.36
H 1.132 2.709 0.027 0.41
H 0.072 -2.259 -0.921 0.37
H 1.137 -2.030 0.485 0.43
H -0.602 -2.243 0.728 0.39
H -1.424 2.515 0.207 0.25
H 3.060 0.747 0.154 0.25
H 2.601 -0.662 -0.634 0.24
H -2.588 -1.175 -0.207 0.23
H -3.184 0.431 -0.010 0.24
```

Properties
- Net charge: +1
- SMILES string: Cn1c(N)c[nH]c1=[NH2+]
- Molar mass: 113.14 g/mol
- HOMO level: -11.85 eV
- Lowest unoccupied orbital energy: -2.85 eV


Pick version ii: it beats the second-best structure by 75.2 kcal/mol.


Version i
C4H11N3 | ωB97M-V/def2-TZVPD

XYZ file:
```
18
Properties=species:S:1:pos:R:3:mulliken_charge:R:1
C 3.221 0.470 0.079 -0.55
C 2.438 -0.617 0.046 -0.41
C -1.954 -2.026 -0.014 -0.69
C -1.274 2.212 -0.250 -0.36
N -1.884 -0.573 0.360 -0.33
N -0.504 1.259 0.287 0.03
N -0.649 -0.028 0.381 -0.24
H 3.462 0.954 0.962 0.33
H 3.678 0.920 -0.857 0.19
H 1.904 -0.977 0.884 0.27
H -1.850 -2.313 -1.056 0.25
H -0.965 -2.305 0.464 0.26
H -2.826 -2.355 0.379 0.32
H -2.172 1.843 -0.798 0.09
H 2.196 -1.191 -0.944 0.16
H -0.717 3.057 -0.368 0.26
H -2.492 0.060 -0.182 0.19
H 0.388 1.611 0.626 0.23
```

Properties
- Molar mass: 101.15 g/mol
- HOMO level: -6.67 eV
- Lowest unoccupied orbital energy: 0.98 eV


Version ii
C4H11N3 | ωB97M-V/def2-TZVPD

XYZ file:
```
18
Properties=species:S:1:pos:R:3:mulliken_charge:R:1
C 2.228 0.215 0.406 -0.77
C 1.551 -0.571 -0.620 -0.47
C 0.045 -0.625 -0.309 0.41
C -1.680 1.385 -0.364 -0.92
H 2.271 -0.363 1.522 0.22
H 1.395 1.261 0.437 0.13
H 3.350 0.531 0.175 0.29
H 1.557 -0.151 -1.512 0.31
H 1.988 -1.625 -0.803 0.29
H 0.025 1.274 0.589 0.28
H -1.567 1.866 -1.414 0.28
H -2.546 0.540 -0.707 0.29
H -2.232 2.016 0.257 0.43
H -1.404 -0.770 1.101 0.30
H -2.064 -2.283 1.020 0.29
N -0.618 0.453 0.350 -0.40
N -0.526 -1.740 -0.398 -0.47
N -1.773 -1.415 0.268 -0.51
```

Properties
- SMILES string: CC/C(=N/N)NC
- Molar mass: 101.15 g/mol
- HOMO level: -8.58 eV
- Lowest unoccupied orbital energy: 0.82 eV


Pick version i: it beats the second-best structure by 16.8 kcal/mol.


Version i
C4H11N3 | ωB97M-V/def2-TZVPD

XYZ file:
```
18
Properties=species:S:1:pos:R:3:mulliken_charge:R:1
C -1.145 -0.900 -1.405 -0.74
C -1.566 0.375 -0.638 -0.43
C -0.382 0.939 0.072 -0.72
N 2.264 -0.256 1.405 -0.61
C 1.209 0.312 1.844 0.02
N -0.145 0.297 1.468 -0.33
N -0.042 -0.769 -2.430 -0.67
H -0.765 -1.569 -0.636 0.34
H -1.912 -1.445 -1.883 0.34
H -2.323 0.007 0.258 0.24
H -2.007 1.248 -1.154 0.29
H 0.505 0.829 -0.538 0.44
H -0.456 1.965 0.298 0.37
H 2.170 -0.908 0.624 0.24
H 1.351 0.771 2.839 0.31
H -0.687 0.594 2.339 0.28
H 0.781 -0.977 -1.821 0.33
H 0.107 0.220 -2.673 0.28
```

Properties
- SMILES string: [H]/N=C\NCCCN
- Molar mass: 101.15 g/mol
- HOMO level: -9.25 eV
- Lowest unoccupied orbital energy: 0.87 eV


Version ii
C4H11N3 | ωB97M-V/def2-TZVPD

XYZ file:
```
18
Properties=species:S:1:pos:R:3:mulliken_charge:R:1
C 2.343 1.668 0.016 -0.88
C -0.124 -2.065 0.119 -1.34
N -2.100 -0.518 -0.415 -0.21
N 1.595 0.429 0.020 -0.27
C -0.593 -0.668 -0.137 0.66
N -2.839 0.460 0.244 -0.61
C 0.107 0.436 -0.281 -0.60
H -2.545 -1.440 -0.403 0.30
H 2.070 -0.332 -0.460 0.24
H -2.594 0.518 1.235 0.23
H -2.655 1.377 -0.163 0.25
H -0.274 1.443 -0.389 0.29
H 2.294 2.162 -0.962 0.32
H 1.952 2.354 0.774 0.29
H 3.398 1.472 0.244 0.31
H -0.165 -2.656 -0.802 0.28
H 0.900 -2.094 0.497 0.37
H -0.771 -2.545 0.862 0.36
```

Properties
- SMILES string: CN/C=C(\C)NN
- Molar mass: 101.15 g/mol
- HOMO level: -7.52 eV
- Lowest unoccupied orbital energy: 1.01 eV


Pick version i: it beats the second-best structure by 9.7 kcal/mol.